No. 1
The following is a quantum chemistry calculation of the ion C3H4FO2S with charge -1, from OMol25.

```
11
Properties=species:S:1:pos:R:3:nbo_charge:R:1
C 0.86 0.67 -0.06 -0.582
C 0.62 0.84 -1.51 -0.338
C -0.43 0.12 0.62 0.144
O -2.19 -1.85 0.89 -1.031
O 0.10 -2.47 1.45 -1.039
F -1.48 0.98 0.68 -0.369
S -0.95 -1.40 1.61 1.467
H 1.77 -0.08 0.04 0.230
H 1.24 1.67 0.24 0.191
H -0.30 1.54 -1.77 0.158
H 0.77 -0.03 -2.19 0.168
```

Summary:
LUMO (spin up / spin down) (eV): 3.289 / 3.926
ΔE to the lowest compared entry with this formula, charge and spin (eV): 4.7394
2S+1: 1
E_HOMO (spin up / spin down) (eV): -3.3303 / -3.5491
Maximum force (eV/A): 3.28
Net charge: -1
Total energy (eV): -20820.1764

=====

No. 2
The following is a quantum chemistry calculation of a cluster of 2 separate species, C8H16O in total, from OMol25.

```
25
Properties=species:S:1:pos:R:3:nbo_charge:R:1
C -1.48 -0.43 -0.26 -0.382
C -2.34 0.08 -1.40 -0.618
C -1.94 0.04 1.10 -0.621
H -1.47 -1.53 -0.30 0.202
H -0.23 -0.44 -0.23 0.238
H -3.34 -0.34 -1.32 0.213
H -2.08 1.13 1.12 0.198
H -1.91 -0.18 -2.36 0.223
H -2.46 1.17 -1.36 0.202
H -1.20 -0.20 1.87 0.213
H -2.90 -0.42 1.36 0.210
C 0.88 2.02 0.02 -0.721
C 2.10 -1.69 -0.48 -0.654
C 0.97 0.68 -0.68 0.557
C 1.59 -0.52 0.30 -0.072
C 1.76 -0.37 1.61 -0.410
O 1.21 0.58 -1.87 -0.563
H 0.55 2.77 -0.69 0.236
H 1.86 2.31 0.39 0.247
H 0.21 1.97 0.87 0.225
H 1.30 -2.13 -1.06 0.222
H 2.49 -2.46 0.19 0.214
H 2.86 -1.35 -1.19 0.238
H 1.46 0.51 2.15 0.199
H 2.11 -1.19 2.22 0.203
```

Summary:
LUMO (eV): 0.721
Structure (SMILES): C=C(C)C(C)=O.CCC
ΔE to the lowest compared entry with this formula, charge and spin (eV): 2.2130
2S+1: 1
E_HOMO (eV): -9.3573
Maximum force (eV/A): 4.73
Total energy (eV): -10600.7788

=====

No. 3
The following is a quantum chemistry calculation of a structure of composition C4H14NO3, from OMol25.

```
22
Properties=species:S:1:pos:R:3:nbo_charge:R:1
C 0.20 0.18 -1.25 -0.238
N 0.04 -1.27 -1.23 -0.703
C 0.94 -1.99 -0.31 0.091
O 0.26 -2.18 0.93 -0.858
C -1.24 0.90 -1.24 -0.416
C -2.07 0.43 -0.05 -0.629
H 0.56 0.57 -0.25 0.223
H 0.74 0.53 -2.24 0.172
H -0.79 -1.57 -0.74 0.369
H 1.15 -2.98 -0.81 0.120
H 1.89 -1.46 -0.26 0.139
H -1.78 0.79 -2.25 0.176
H -1.14 2.01 -1.37 0.202
H -1.72 0.80 0.90 0.220
H -3.20 0.63 -0.25 0.191
H -2.09 -0.77 0.14 0.216
H 1.63 1.63 1.55 0.518
H 0.87 2.87 2.00 0.449
O 1.55 2.64 1.43 -1.004
H 0.62 -1.13 1.39 0.499
H 2.23 -0.41 2.01 0.432
O 1.36 -0.22 1.91 -1.168
```

Summary:
LUMO (eV): 3.941
ΔE to the lowest compared entry with this formula, charge and spin (eV): 1.9018
2S+1: 1
E_HOMO (eV): -4.2050
Maximum force (eV/A): 5.11
Net charge: -1
Total energy (eV): -12006.9944

=====

No. 4
The following is a quantum chemistry calculation of the ion C26H34N5O5S2 with charge +1, from OMol25.

```
72
Properties=species:S:1:pos:R:3:nbo_charge:R:1
C 3.68 -5.76 5.41 -0.638
C 4.97 -5.50 4.64 -0.070
H 5.47 -6.44 4.39 0.207
H 5.64 -4.85 5.21 0.198
O 4.72 -4.77 3.42 -0.523
C 4.33 -5.50 2.38 0.900
O 4.15 -6.69 2.37 -0.630
N 4.17 -4.73 1.25 -0.463
C 4.16 -3.29 1.25 -0.232
H 4.57 -2.93 2.19 0.270
C 2.72 -2.78 1.08 -0.262
N 2.11 -3.37 -0.13 -0.552
H 2.60 -3.03 -0.97 0.429
C 2.15 -4.84 -0.10 -0.265
H 1.71 -5.22 -1.03 0.252
C 3.60 -5.32 0.07 -0.239
H 3.61 -6.41 0.20 0.284
H 4.20 -5.06 -0.81 0.201
H 1.54 -5.17 0.74 0.242
S 0.24 -2.89 -0.28 2.285
O -0.24 -3.34 0.98 -0.870
O -0.09 -3.55 -1.49 -0.867
C 0.33 -1.14 -0.42 -0.414
C 0.50 -0.59 -1.68 -0.167
C 0.51 0.79 -1.80 -0.179
C 0.31 1.59 -0.68 0.014
C 0.18 1.01 0.59 -0.148
C 0.17 -0.37 0.72 -0.174
H 0.03 -0.84 1.68 0.249
H 0.06 1.63 1.46 0.234
C 0.48 3.08 -0.80 0.667
O 1.58 3.55 -0.96 -0.545
N -0.65 3.84 -0.66 -0.457
C -1.89 3.26 -0.61 0.287
N -2.10 2.01 -0.86 -0.505
C -3.41 1.67 -0.70 0.105
C -3.95 0.40 -0.89 -0.013
C -5.31 0.24 -0.69 -0.194
C -6.13 1.31 -0.31 -0.198
C -5.60 2.57 -0.12 -0.208
C -4.25 2.74 -0.31 -0.207
S -3.31 4.20 -0.16 0.378
H -6.23 3.40 0.17 0.227
H -7.18 1.14 -0.16 0.226
H -5.76 -0.73 -0.83 0.217
C -3.08 -0.75 -1.30 -0.627
H -2.66 -1.24 -0.42 0.208
H -3.65 -1.48 -1.86 0.229
H -2.26 -0.39 -1.92 0.220
C -0.53 5.29 -0.68 -0.228
H 0.50 5.54 -0.42 0.255
H -1.21 5.70 0.06 0.210
C -0.85 5.86 -2.07 -0.229
N -0.85 7.30 -2.02 -0.440
C -0.39 7.92 -3.25 -0.407
H 0.61 7.56 -3.48 0.203
H -0.35 9.00 -3.11 0.208
H -1.05 7.70 -4.11 0.167
C -2.13 7.84 -1.61 -0.412
H -2.92 7.65 -2.35 0.169
H -2.03 8.91 -1.47 0.211
H -2.43 7.40 -0.66 0.191
H -1.81 5.45 -2.43 0.172
H -0.06 5.52 -2.76 0.210
H 0.64 1.25 -2.77 0.244
H 0.60 -1.24 -2.54 0.249
H 2.70 -1.69 1.00 0.238
H 2.10 -3.10 1.92 0.240
H 4.78 -2.92 0.43 0.201
H 3.03 -6.42 4.83 0.224
H 3.92 -6.25 6.34 0.231
H 3.16 -4.83 5.62 0.208
```

Summary:
LUMO (eV): -3.482
Structure (SMILES): CCOC(=O)N1CC[NH+](S(=O)(=O)c2ccc(C(=O)N(CCN(C)C)c3nc4c(C)cccc4s3)cc2)CC1
ΔE to the lowest compared entry with this formula, charge and spin (eV): 0.2608
2S+1: 1
E_HOMO (eV): -10.4651
Maximum force (eV/A): 1.15
Net charge: +1
Total energy (eV): -66866.5359

=====

No. 5
The following is a quantum chemistry calculation of a structure of composition CH2O3S, from OMol25.

```
7
Properties=species:S:1:pos:R:3:nbo_charge:R:1
C -0.17 0.05 -0.37 0.232
O -1.05 1.28 -3.23 -0.810
O 0.44 1.03 -1.22 -0.707
O -0.69 -0.93 -1.29 -0.707
S -0.07 0.44 -2.69 1.694
H 0.54 -0.23 0.28 0.154
H -0.93 0.60 0.13 0.144
```

Summary:
LUMO (spin up / spin down) (eV): -0.996 / -0.997
ΔE to the lowest compared entry with this formula, charge and spin (eV): 1.5762
2S+1: 1
E_HOMO (spin up / spin down) (eV): -10.6040 / -10.6032
Maximum force (eV/A): 4.63
Total energy (eV): -18044.2769